C32H51ClN7O2PPbS3SeSi as an isolated structure, computed with the ωB97M-V functional and the def2-TZVPD basis.

Results
Frontier orbital gap   7.14 eV
ΔE to the lowest compared entry with this formula, charge and spin   7.3 kcal per mole
HOMO   -6.97 eV

Last column: Löwdin charge in e.
CARTESIAN COORDINATES (ANGSTROEM)
H  -0.976  -4.300  0.889  0.10
H  0.400  3.238  0.363  0.08
H  -5.086  -0.632  -3.055  0.11
H  1.921  1.469  6.103  0.07
C  1.543  0.459  5.943  -0.06
S  1.169  0.587  2.411  0.22
O  3.366  0.179  4.341  -0.32
C  -2.460  2.924  2.829  -0.01
H  0.340  -4.813  -4.376  0.03
C  -0.481  4.068  2.144  -0.08
Cl  6.257  -0.036  -2.063  0.68
H  0.956  -1.062  -3.173  0.03
H  -3.684  -3.360  -4.443  0.02
H  -6.670  -0.331  -1.131  0.11
C  4.611  -0.372  -2.475  -0.64
H  -2.382  -1.098  1.538  0.05
H  2.932  -2.452  4.661  0.06
H  -4.003  1.146  2.198  0.12
S  0.392  2.207  -2.475  0.61
H  4.737  3.118  1.989  0.14
O  4.050  1.269  2.249  -0.32
N  1.124  -2.636  0.252  -0.13
C  -1.530  3.917  3.043  -0.06
C  -2.305  2.090  1.714  -0.31
H  0.236  -3.984  -5.939  0.03
C  -1.278  -2.673  2.276  -0.25
H  1.469  -3.051  2.257  0.05
H  1.182  -3.289  -4.611  0.00
C  -5.124  0.363  0.174  -0.02
C  5.406  2.435  3.896  -0.05
H  -2.778  -4.865  -4.346  0.02
H  3.885  -0.022  -0.479  0.07
N  -3.267  1.087  1.512  0.10
C  2.007  -0.867  -3.011  -0.20
C  0.983  -3.532  1.408  -0.27
H  -0.450  -4.612  2.531  0.11
N  -1.290  2.204  0.874  0.06
N  -1.641  2.082  -4.141  0.05
C  -3.309  3.699  -2.767  -0.05
C  -2.777  -3.864  -4.781  -0.24
H  2.638  2.762  4.171  0.06
Pb  0.077  -0.378  -0.003  1.01
C  3.091  3.286  3.332  -0.07
S  3.775  -1.563  1.952  0.32
H  3.411  -0.539  6.201  0.14
C  -3.411  0.024  -1.893  -0.18
H  2.109  -2.424  0.112  0.00
N  -2.911  0.457  -0.734  0.11
C  -0.466  -3.850  1.748  -0.19
H  -4.719  3.332  -4.398  0.10
C  -2.874  2.326  -4.652  -0.09
H  -1.626  4.576  3.896  0.11
H  -2.158  -3.055  2.805  0.11
H  2.346  3.380  2.544  0.05
Si  -1.249  -2.916  -4.233  0.03
H  -5.778  0.522  1.022  0.11
H  0.713  0.507  5.240  0.04
H  1.332  -1.766  4.340  0.04
H  -3.302  2.794  3.498  0.11
H  0.758  -3.069  -0.598  -0.04
H  5.009  1.999  4.812  0.07
C  4.327  2.561  2.835  -0.43
N  2.349  -0.531  -1.767  -0.01
C  -4.746  -0.268  -2.096  -0.06
C  -3.737  3.138  -3.995  -0.07
H  -2.186  -0.688  -4.865  0.00
H  2.609  -1.256  -5.030  0.11
C  -1.159  2.587  -2.964  -0.78
H  -1.743  3.835  -1.323  0.09
H  -3.981  4.345  -2.214  0.11
H  -0.415  -0.649  -4.853  0.00
H  1.745  -2.305  5.976  0.09
Se  -1.206  -2.632  -2.029  0.29
H  0.267  4.837  2.271  0.10
C  0.270  -3.835  -4.856  -0.22
C  2.648  -0.447  5.425  -0.45
H  -1.014  1.458  -4.633  0.11
H  5.026  -0.797  -4.533  0.11
C  -1.286  -1.246  -5.136  -0.23
H  -2.686  -0.118  -2.683  0.06
H  1.181  0.074  6.898  0.08
H  -2.819  -3.962  -5.869  0.03
C  4.267  -0.726  -3.766  -0.08
C  -3.756  0.642  0.270  -0.33
C  2.932  -0.977  -4.036  -0.05
H  -0.682  -2.108  2.998  0.09
H  1.516  -4.471  1.224  0.12
C  -5.617  -0.106  -1.028  -0.07
H  -3.099  1.833  -5.586  0.13
C  -2.074  3.431  -2.266  -0.09
C  -0.405  3.183  1.089  -0.21
P  3.110  0.085  2.756  -0.11
H  3.384  4.284  3.666  0.09
H  -2.087  -2.258  0.415  -0.01
N  -1.683  -1.752  1.204  -0.09
C  3.630  -0.285  -1.499  -0.16
H  -1.277  -1.372  -6.223  0.03
H  5.806  3.425  4.122  0.08
C  2.138  -1.832  5.074  -0.08
H  6.218  1.807  3.533  0.09

***

C18H36BrCrN2OP2 as an isolated structure, computed with the ωB97M-V functional and the def2-TZVPD basis.

Results
Frontier orbital gap (alpha / beta)   9.07 / 9.00 eV
ΔE to the lowest compared entry with this formula, charge and spin   0.0 kcal per mole
Spin multiplicity   4
HOMO (alpha / beta)   -15.19 / -14.91 eV
Total charge   +2
Expectation value of S²   3.92

Last column: Löwdin spin population.
CARTESIAN COORDINATES (ANGSTROEM)
H  4.902  -1.118  0.124  0.00
C  4.641  0.945  -1.741  0.00
Cr  -0.354  -0.195  0.149  3.18
H  3.562  -0.543  1.149  0.00
H  -0.526  4.643  -1.407  0.00
H  -1.790  1.842  0.977  0.00
H  5.020  0.453  0.944  0.00
H  -0.159  -1.816  -5.613  0.00
H  -0.539  -3.479  0.632  0.00
C  -1.184  3.856  -1.037  -0.01
H  -4.357  -0.762  -0.070  0.00
H  1.121  -0.525  4.556  0.00
H  -2.179  1.256  3.112  0.00
C  -1.321  1.592  0.023  -0.17
H  -3.253  -0.939  2.589  0.00
H  -4.432  -2.535  0.018  0.00
H  -3.674  -1.744  -1.377  0.00
H  4.336  0.593  -2.724  0.00
C  1.272  -0.387  3.484  0.00
H  1.862  0.516  3.326  0.00
C  -0.228  -1.505  -4.579  0.01
H  0.248  2.298  -1.269  0.00
C  -2.598  -1.780  2.349  0.00
C  0.637  -2.030  -3.628  0.00
P  -0.321  -0.235  2.640  -0.01
N  3.738  0.407  -0.704  0.01
H  -1.172  0.957  4.543  0.00
H  -1.864  -0.145  -4.881  0.00
H  -2.127  1.400  -0.693  0.00
H  1.045  2.382  1.189  0.00
H  1.288  3.874  0.283  0.00
O  1.593  0.180  0.009  0.02
C  -3.825  -1.685  -0.299  0.00
P  -2.236  -1.719  0.558  -0.01
C  -1.530  -3.358  0.191  0.00
H  -0.623  2.071  3.271  0.00
H  -1.949  0.523  -2.496  0.00
C  -1.291  -1.704  3.148  0.00
H  2.133  1.085  -1.741  0.00
H  -3.154  -2.692  2.576  0.00
H  -0.057  3.749  1.401  0.00
C  4.342  -0.246  0.456  0.00
C  -1.156  1.142  3.468  0.00
H  -0.680  -2.594  2.978  0.00
C  0.523  -1.607  -2.316  0.01
H  -1.826  4.294  -0.270  0.00
H  4.649  2.032  -1.707  0.00
C  -1.228  -0.202  -2.843  0.01
Br  1.950  -3.280  -4.075  0.00
H  -1.440  -3.485  -0.889  0.00
C  2.450  0.565  -0.831  0.01
H  1.826  -1.241  3.093  0.00
C  0.528  3.191  0.666  0.00
H  5.643  0.579  -1.537  0.00
N  -0.390  -0.705  -1.927  0.00
H  -1.488  -1.660  4.222  0.00
C  -1.172  -0.579  -4.173  0.00
C  -0.378  2.691  -0.455  -0.01
H  1.186  -2.003  -1.555  0.00
H  -2.173  -4.149  0.580  0.00
H  -1.819  3.534  -1.863  0.00

***

A single C3H2O2 molecule in a non-equilibrium geometry, computed with the ωB97M-V functional and the def2-TZVPD basis.

Results
Frontier orbital gap (alpha / beta)   8.44 / 8.28 eV
ΔE to the lowest compared entry with this formula, charge and spin   137.5 kcal per mole
HOMO (alpha / beta)   -9.04 / -8.93 eV

Last column: Löwdin charge in e.
CARTESIAN COORDINATES (ANGSTROEM)
C  -0.845  0.116  -0.380  -0.18
C  -1.982  0.714  0.175  0.07
O  -1.939  -0.627  -0.022  -0.02
H  1.466  1.190  0.354  0.13
C  0.677  -0.408  0.113  -0.08
O  1.671  0.386  -0.154  0.01
H  0.951  -1.371  -0.086  0.06

***

A 11-piece molecular cluster, C27H76N6O11 overall in a non-equilibrium geometry, computed with the ωB97M-V functional and the def2-TZVPD basis.

Results
SMILES string   NC(N)=O.NC(N)=O.NC(N)=O.CC(C)O.CC(C)O.CC(C)O.CC(C)O.CC(C)O.CC(C)O.CC(C)O.CC(C)O
Frontier orbital gap   10.10 eV
ΔE to the lowest compared entry with this formula, charge and spin   43.2 kcal per mole
HOMO   -9.62 eV

Last column: Löwdin charge in e.
CARTESIAN COORDINATES (ANGSTROEM)
H  -18.026  13.627  6.761  0.09
C  -19.086  14.020  6.774  -0.05
H  -19.639  6.718  14.761  0.07
C  -19.207  6.337  13.863  -0.07
H  -16.973  3.758  1.045  0.09
H  -15.227  3.982  6.445  0.08
H  -18.979  11.279  7.307  0.09
H  -13.449  7.537  3.599  0.08
H  -21.429  3.301  5.425  0.12
H  -23.739  13.643  5.199  0.10
H  -17.274  1.768  8.217  0.05
C  -14.472  5.983  4.591  -0.44
C  -24.014  12.445  2.452  -0.04
H  -18.788  1.839  5.638  0.09
H  -22.121  7.086  7.483  0.06
H  -15.570  3.453  8.107  0.11
H  -22.051  12.949  3.422  0.14
H  -17.324  6.150  12.023  0.09
C  -18.838  7.437  12.905  -0.47
O  -21.632  8.877  5.983  0.05
H  -18.440  12.245  4.917  0.09
H  -21.306  4.345  8.091  0.06
H  -23.683  9.697  4.981  0.08
H  -19.939  3.078  11.444  0.10
H  -16.115  0.647  0.363  0.07
H  -20.546  11.845  7.957  0.08
H  -12.574  5.127  3.904  0.09
C  -22.954  12.320  3.596  -0.47
H  -16.961  8.477  6.646  0.09
C  -23.564  12.574  4.915  -0.09
H  -19.454  14.165  7.795  0.07
H  -23.429  5.924  8.990  0.13
O  -18.094  8.497  13.594  -0.04
C  -23.350  4.103  10.046  -0.04
H  -23.702  11.875  1.610  0.06
C  -21.263  1.124  5.763  -0.04
O  -22.548  10.937  3.594  -0.09
C  -13.529  4.767  4.315  -0.03
O  -21.723  5.067  8.594  -0.07
O  -17.956  6.077  6.591  -0.11
O  -15.703  1.686  5.496  0.01
H  -21.687  10.805  4.062  0.10
H  -18.895  7.426  8.665  0.07
H  -19.503  7.172  5.661  0.14
H  -24.788  8.990  6.217  0.10
H  -15.795  4.669  4.099  0.07
C  -19.394  2.607  5.062  -0.05
C  -15.915  2.180  1.981  -0.49
N  -19.666  3.966  11.081  0.17
C  -16.551  0.923  1.316  -0.05
C  -18.881  3.764  9.967  -0.64
H  -18.522  4.824  8.151  0.08
C  -19.400  7.516  7.720  -0.04
C  -20.011  11.607  7.068  -0.05
O  -18.100  2.799  9.761  -0.03
H  -17.214  7.748  5.011  0.07
C  -23.043  4.888  8.803  -0.56
H  -15.730  3.210  -0.056  0.07
H  -14.172  6.469  5.564  0.15
H  -18.290  5.748  14.102  0.10
H  -24.509  12.027  4.984  0.08
C  -20.730  2.573  5.760  -0.40
H  -18.718  6.309  11.030  0.03
C  -15.961  2.093  6.616  -0.65
H  -19.697  5.390  9.206  0.06
H  -21.767  0.837  6.731  0.10
H  -18.562  8.768  14.351  0.05
H  -20.343  10.735  6.606  0.02
H  -23.375  3.391  7.243  0.06
C  -18.110  6.850  11.729  -0.06
H  -16.278  2.050  3.832  0.06
H  -20.488  4.541  10.919  0.08
H  -23.183  3.065  9.823  0.08
H  -20.503  0.447  5.599  0.04
O  -20.461  3.113  7.129  -0.10
H  -19.925  5.739  13.350  0.06
H  -17.319  5.837  5.864  0.07
H  -19.963  2.471  7.637  0.08
N  -23.844  9.173  5.863  0.14
H  -14.924  1.910  2.252  0.12
C  -17.670  8.285  5.854  -0.03
H  -23.823  7.158  7.304  0.10
N  -18.969  4.712  9.039  0.18
H  -18.282  9.102  5.471  0.08
H  -22.897  12.236  5.649  0.04
N  -15.553  3.278  7.113  0.19
H  -24.985  12.072  2.834  0.08
H  -19.603  2.067  4.132  0.09
H  -15.375  4.264  1.319  0.05
H  -21.970  0.962  4.950  0.08
H  -24.815  4.193  7.660  0.08
H  -15.240  7.771  3.837  0.06
H  -24.386  4.227  10.363  0.08
O  -16.698  2.549  3.082  -0.08
H  -17.094  0.488  7.107  0.10
C  -14.441  7.109  3.562  -0.05
C  -15.923  3.378  1.008  -0.05
O  -19.377  12.486  4.870  -0.07
H  -20.227  6.766  7.776  0.06
H  -23.558  5.069  6.754  0.08
H  -19.757  7.897  12.634  0.12
O  -15.772  5.361  4.775  -0.10
H  -22.733  4.529  10.872  0.08
H  -19.179  14.906  6.073  0.09
H  -18.923  3.585  4.941  0.09
H  -20.914  13.274  5.984  0.12
C  -19.906  12.824  6.173  -0.48
H  -14.610  6.728  2.532  0.09
C  -23.746  4.331  7.567  -0.03
N  -16.653  1.302  7.545  0.14
H  -14.019  4.008  3.775  0.04
C  -22.706  8.552  6.385  -0.68
N  -22.931  7.681  7.387  0.16
H  -16.321  0.100  1.927  0.05
H  -19.949  8.416  7.678  0.05
H  -24.181  13.504  2.278  0.07
H  -17.640  7.713  11.157  0.11
H  -17.638  1.008  1.174  0.09
C  -18.675  7.303  6.400  -0.46
H  -13.306  4.278  5.302  0.09